Density functional theory data (ωB97M-V/def2-TZVPD) for C31H51BCl3N8OYb as an isolated structure.

The geometry in ORCA input format:
```
! RIJCOSX wB97M-V def2-TZVPD def2/J DEFGRID3
* xyz 2 2
Yb 0.115 0.157 0.044
C 0.504 -2.532 4.393
C -0.337 -1.984 3.241
C -1.837 -2.110 3.544
C -0.027 -2.673 1.946
C 0.076 -4.032 1.702
C 0.229 -4.165 0.326
C 0.412 -5.446 -0.434
C -0.790 -6.370 -0.222
C 1.717 -6.122 0.002
N 0.214 -2.934 -0.212
N 0.077 -1.996 0.787
B 0.129 -2.533 -1.715
N 1.369 -1.674 -2.091
N 1.559 -0.418 -1.562
C 2.737 0.037 -2.049
C 3.296 -0.920 -2.869
C 2.407 -1.997 -2.872
C 2.592 -3.300 -3.597
C 3.796 -4.050 -3.015
C 2.768 -3.053 -5.099
C 3.250 1.409 -1.715
C 4.591 1.694 -2.383
C 3.348 1.614 -0.201
N -1.200 -1.748 -1.951
N -1.560 -0.721 -1.112
C -2.835 -0.400 -1.381
C -3.290 -1.194 -2.423
C -2.235 -2.033 -2.764
C -2.269 -3.072 -3.853
C -2.333 -4.504 -3.306
C -1.164 -2.891 -4.898
C -3.601 0.589 -0.548
C -4.667 1.305 -1.377
C -2.708 1.616 0.144
H 0.275 -2.004 5.320
H 1.574 -2.442 4.193
H 0.287 -3.589 4.557
H -0.115 -0.924 3.112
H -2.102 -3.154 3.715
H -2.442 -1.741 2.714
H -2.095 -1.545 4.441
H 0.037 -4.833 2.422
H 0.490 -5.219 -1.496
H -0.866 -6.677 0.823
H -0.679 -7.271 -0.827
H -1.725 -5.882 -0.502
H 1.676 -6.404 1.056
H 2.575 -5.464 -0.141
H 1.880 -7.028 -0.582
H 0.116 -3.507 -2.376
H 4.227 -0.853 -3.407
H 1.708 -3.917 -3.449
H 4.718 -3.484 -3.170
H 3.908 -5.017 -3.507
H 3.678 -4.221 -1.943
H 3.692 -2.507 -5.298
H 1.936 -2.479 -5.509
H 2.821 -4.005 -5.629
H 2.524 2.120 -2.116
H 5.356 0.997 -2.035
H 4.923 2.704 -2.140
H 4.522 1.616 -3.468
H 4.212 1.074 0.193
H 2.469 1.231 0.324
H 3.455 2.671 0.047
H -4.264 -1.185 -2.883
H -3.219 -2.886 -4.357
H -1.391 -4.801 -2.843
H -2.538 -5.198 -4.122
H -3.129 -4.609 -2.566
H -0.184 -3.133 -4.491
H -1.139 -1.866 -5.275
H -1.348 -3.555 -5.743
H -4.110 0.007 0.227
H -4.215 1.827 -2.224
H -5.202 2.034 -0.767
H -5.402 0.601 -1.766
H -2.212 2.239 -0.596
H -1.972 1.162 0.826
H -3.310 2.267 0.776
C 2.622 0.333 3.240
C 1.382 1.145 3.056
N 1.014 1.966 4.020
O 0.706 1.074 1.998
H 2.804 0.104 4.289
H 3.473 0.906 2.864
H 2.549 -0.589 2.669
H 1.540 2.039 4.876
H 0.197 2.549 3.908
Cl 0.251 6.007 -0.580
C 0.416 4.858 -1.901
Cl -0.878 5.041 -3.074
Cl 1.994 4.987 -2.661
C 0.301 3.506 -1.327
N 0.208 2.457 -0.882
*
```

Its strongest force on any atom is 0.7 eV/Å. The HOMO energy (spin up / spin down) is -13.88 / -13.88 eV. The calculation puts the LUMO energy (spin up / spin down) at -0.187 / -0.207 hartree. The calculation puts the total energy at -116710.5862 eV. The calculation puts the HOMO-LUMO gap (spin up / spin down) at 8.79 / 8.24 eV. For the relative energy (zero: lowest compared OMol25 entry of this formula, charge and spin), the calculation gives 0.0 kJ/mol.